No. 1
C35H47As3BrN4O2SY | the ωB97M-V functional and the def2-TZVPD basis

Cartesian coordinates (Å):
1 Y 0.3658 0.3050 -0.1875
2 O 4.0024 -0.9836 -2.2269
3 C 4.3508 0.0836 -3.0029
4 C 5.4244 -0.0461 -3.8682
5 C 5.7966 1.0370 -4.6486
6 C 5.1063 2.2387 -4.5879
7 C 4.0342 2.3576 -3.7187
8 C 3.6502 1.2949 -2.9086
9 C 2.5596 1.4776 -1.8921
10 O 1.6502 0.4138 -1.8143
11 N 3.1443 1.6666 -0.4963
12 N 2.8062 0.6040 0.3083
13 C 3.6843 -0.0050 1.0033
14 C 3.3329 -1.2813 1.6272
15 Br 1.9377 -2.2112 0.6966
16 C 3.9931 -1.9145 2.6052
17 C 5.0460 -1.3015 3.4270
18 C 6.0943 -2.1009 3.8795
19 C 7.1025 -1.5498 4.6522
20 C 7.0581 -0.2039 4.9896
21 C 6.0054 0.5922 4.5654
22 C 4.9953 0.0467 3.7887
23 H 3.0640 -0.8765 -2.0119
24 H 5.9488 -0.9867 -3.9321
25 H 6.6339 0.9287 -5.3238
26 H 5.3991 3.0722 -5.2085
27 H 3.4937 3.2946 -3.6548
28 H 2.0116 2.4081 -2.1289
29 H 4.1537 1.7842 -0.5590
30 H 4.7302 0.2906 1.0398
31 H 3.7588 -2.9526 2.8072
32 H 6.1270 -3.1488 3.6159
33 H 7.9177 -2.1667 5.0004
34 H 7.8396 0.2188 5.6052
35 H 5.9643 1.6325 4.8556
36 H 4.1522 0.6623 3.5083
37 C -1.4935 -3.2958 0.7847
38 As -1.9684 -1.4869 0.2481
39 C -3.0454 -0.9890 1.7873
40 C -3.3427 -1.8948 -1.0771
41 C -3.9170 -0.7504 -1.9349
42 C -4.3217 0.4380 -1.0747
43 C -2.9148 -0.3193 -3.0205
44 As -1.3987 0.8469 -2.6077
45 C -0.3245 0.5157 -4.1848
46 C -2.0783 2.6284 -2.9607
47 C -5.1548 -1.2657 -2.7075
48 As -6.7211 -2.2475 -1.9748
49 C -5.9507 -4.0328 -1.6846
50 C -6.8567 -1.6800 -0.0990
51 H -2.4129 -3.8454 1.0008
52 H -0.8736 -3.2677 1.6797
53 H -0.9578 -3.7973 -0.0202
54 H -3.9292 -1.6315 1.7998
55 H -3.3610 0.0467 1.7464
56 H -2.4720 -1.1577 2.6980
57 H -4.1520 -2.3295 -0.4823
58 H -2.9608 -2.7018 -1.7103
59 H -3.4537 0.9119 -0.5899
60 H -5.0179 0.1575 -0.2828
61 H -4.8064 1.2080 -1.6767
62 H -3.4506 0.1985 -3.8248
63 H -2.4745 -1.2119 -3.4796
64 H -0.9771 0.5369 -5.0599
65 H 0.1678 -0.4513 -4.1033
66 H 0.4368 1.2890 -4.2621
67 H -2.5571 2.6479 -3.9413
68 H -1.2537 3.3408 -2.9525
69 H -2.8020 2.9092 -2.1979
70 H -4.8215 -1.9417 -3.5035
71 H -5.5878 -0.4071 -3.2282
72 H -5.3366 -4.3072 -2.5416
73 H -6.7751 -4.7411 -1.6266
74 H -5.3607 -4.1145 -0.7729
75 H -7.1085 -0.6231 -0.0370
76 H -5.9633 -1.8818 0.4919
77 H -7.6836 -2.2469 0.3263
78 N 0.5297 4.0075 0.5630
79 C 0.4588 2.8828 0.3322
80 H 0.6182 4.9801 0.7962
81 S 0.1549 0.2164 4.8974
82 C 0.5568 -0.1924 3.2962
83 N -0.0456 0.4575 2.3373
84 C -0.9524 1.3709 2.8915
85 C -1.8553 2.1764 2.1854
86 C -2.7025 2.9970 2.8904
87 C -2.6735 3.0287 4.2956
88 C -1.8218 2.2201 5.0057
89 C -0.9620 1.3818 4.2882
90 H 1.3043 -0.9446 3.0979
91 H -1.9244 2.1419 1.1053
92 H -3.4132 3.6159 2.3614
93 H -3.3455 3.6891 4.8231
94 H -1.8287 2.2344 6.0853

Output
**Highest occupied orbital energy**: -0.455 Ha
**Net charge**: +2
**HOMO-LUMO gap**: 6.83 eV
**LUMO level**: -5.558 eV
**Energy above the lowest of the compared OMol25 structures with the same formula, charge and spin**: 28.2 kcal/mol

---

No. 2
C35H47BrN4P2Pt | the ωB97M-V functional and the def2-TZVPD basis

Cartesian coordinates (Å):
1 N -2.3592 4.6778 -4.4286
2 C -1.7359 3.5994 -4.8933
3 C -1.1573 2.6569 -4.0404
4 C -1.2974 2.8097 -2.6431
5 C -1.9056 3.9904 -2.1642
6 C -2.4411 4.8850 -3.1180
7 C -1.1220 1.5826 -1.7981
8 Pt -0.4189 0.9423 0.0670
9 P -0.8414 -0.3333 1.8194
10 C -2.1804 1.2969 -0.7960
11 C -3.1241 0.1722 -1.0336
12 C -4.3246 0.1885 -0.3060
13 C -5.2096 -0.8847 -0.3945
14 C -4.8816 -1.9970 -1.2055
15 C -3.7009 -1.9776 -1.9761
16 C -2.8349 -0.8788 -1.9055
17 Br -5.9835 -3.4237 -1.2505
18 H -0.8491 0.7569 -2.4618
19 H -2.6749 2.1759 -0.3708
20 H -0.6757 1.7787 -4.4685
21 H -2.0325 4.2060 -1.1039
22 H -1.6989 3.4663 -5.9778
23 H -2.9583 5.7899 -2.7912
24 H -4.5588 1.0444 0.3276
25 H -1.9379 -0.8715 -2.5150
26 H -6.1440 -0.8581 0.1623
27 H -3.4530 -2.8066 -2.6342
28 P 1.3181 2.1740 1.0519
29 C -1.8772 -1.8353 1.4801
30 C -2.7174 -2.3718 2.6304
31 H -1.1780 -2.6020 1.1268
32 H -2.5319 -1.5870 0.6391
33 H -3.3625 -3.1891 2.2828
34 H -2.0867 -2.7823 3.4264
35 H -3.3670 -1.6003 3.0464
36 C -1.8193 0.5742 3.0962
37 C -1.8789 -0.0025 4.5114
38 H -2.8381 0.6519 2.6795
39 H -1.4273 1.6017 3.1478
40 H -2.4298 0.6951 5.1618
41 H -2.4099 -0.9584 4.5704
42 H -0.8795 -0.1422 4.9404
43 C 0.6880 -0.9882 2.6289
44 C 0.5709 -2.2989 3.4076
45 H 1.0170 -0.1949 3.3170
46 H 1.4689 -1.1005 1.8676
47 H 1.5803 -2.6409 3.6950
48 H -0.0046 -2.1583 4.3359
49 H 0.1109 -3.1116 2.8303
50 C 2.9382 1.3577 1.1956
51 C 4.1627 2.2407 1.4477
52 H 3.0906 0.7731 0.2741
53 H 2.8323 0.6268 2.0153
54 H 4.4653 2.7870 0.5500
55 H 4.0051 2.9543 2.2599
56 H 4.9934 1.5929 1.7341
57 C 0.9504 2.8002 2.7427
58 C -0.2378 3.7472 2.7951
59 H 1.8706 3.2992 3.0772
60 H 0.8038 1.9320 3.4031
61 H 0.0704 4.7674 2.5468
62 H -1.0384 3.4651 2.1000
63 H -0.6645 3.7696 3.8039
64 C 1.5439 3.6913 0.0726
65 C 2.0325 3.4873 -1.3526
66 H 2.2624 4.3048 0.6455
67 H 0.5748 4.2162 0.0761
68 H 2.3778 4.4464 -1.7548
69 H 2.8671 2.7799 -1.4138
70 H 1.2317 3.1260 -2.0098
71 N 4.9897 -8.2826 -2.1015
72 C 4.4392 -7.2470 -2.0561
73 C 3.8008 -5.9681 -2.0049
74 C 4.2990 -4.9215 -2.7924
75 C 3.7071 -3.6597 -2.7367
76 C 2.6273 -3.4447 -1.8691
77 C 2.0971 -4.4890 -1.1046
78 C 2.6917 -5.7510 -1.1729
79 N 2.0946 -2.1437 -1.7715
80 C 2.4716 -1.0475 -2.5589
81 C 1.7436 0.0187 -2.1263
82 N 0.9235 -0.4012 -1.0845
83 C 1.1315 -1.7061 -0.9173
84 H 5.1546 -5.0821 -3.4504
85 H 4.0960 -2.8504 -3.3555
86 H 1.2278 -4.3254 -0.4680
87 H 2.2989 -6.5738 -0.5759
88 H 3.1949 -1.0969 -3.3577
89 H 1.7775 1.0431 -2.4815
90 H 0.6569 -2.3574 -0.1965

Output
**Highest occupied orbital energy (spin up / spin down)**: -0.502 / -0.501 Ha
**Net charge**: +2
**HOMO-LUMO gap (spin up / spin down)**: 8.39 / 4.81 eV
**LUMO level (spin up / spin down)**: -5.254 / -8.810 eV
**Multiplicity**: 3
**Energy above the lowest of the compared OMol25 structures with the same formula, charge and spin**: 0.0 kcal/mol

---

No. 3
C35H47ClF4N5O12P | the ωB97M-V functional and the def2-TZVPD basis

Cartesian coordinates (Å):
1 C -1.0297 5.3583 -1.9177
2 C -2.2473 4.4418 -2.1732
3 C -2.5671 3.6909 -0.8407
4 C -4.0181 3.1733 -0.7876
5 C -4.2068 1.7961 -0.0954
6 C -3.2981 1.5442 1.1185
7 C -3.7197 2.3055 2.4016
8 C -2.7636 3.4373 2.8528
9 C -1.2882 3.0186 2.9970
10 C -1.0651 2.0136 4.1517
11 C 0.0812 1.0087 3.9235
12 C -0.2937 0.0816 2.7494
13 C 0.8661 -0.6286 2.0773
14 C 1.9424 0.1088 1.4728
15 Cl 1.9890 1.8567 1.4611
16 C 2.9990 -0.5256 0.8419
17 N 4.0457 0.2416 0.2610
18 C 3.0494 -1.9594 0.7498
19 N 4.0967 -2.5135 0.0770
20 C 4.0051 -3.8167 0.0147
21 C 5.0899 -4.5439 -0.7636
22 C 5.1120 -4.1875 -2.2822
23 P 3.5855 -3.5318 -3.0355
24 O 3.6495 -3.7815 -4.4970
25 O 2.2599 -4.2542 -2.4347
26 C 1.1557 -4.3105 -3.3529
27 C -0.1467 -4.1536 -2.5343
28 O 3.6029 -1.9258 -2.7787
29 C 2.4450 -1.2374 -3.2797
30 C 2.4866 0.2320 -2.8481
31 C 2.9552 -4.5933 0.6202
32 N 2.9748 -6.0055 0.4845
33 C 2.2736 -6.5666 1.3402
34 O 1.7691 -7.0945 2.2274
35 N 1.9629 -4.0460 1.2765
36 C 2.0004 -2.6855 1.3253
37 C 0.9363 -2.0087 1.9804
38 N -0.1023 -2.8581 2.5207
39 C -0.1855 -2.7880 3.9311
40 O 0.7755 -2.8375 4.6145
41 F -1.3928 -2.6746 4.4735
42 C -1.3344 -2.7575 1.8536
43 O -1.6404 -2.0314 0.9761
44 F -2.2126 -3.6765 2.2759
45 H -0.0927 4.8121 -2.0124
46 H -1.0580 6.2241 -2.5873
47 H -1.0521 5.7509 -0.8966
48 H -1.9198 3.6572 -2.8653
49 H -3.1212 4.9681 -2.5595
50 H -2.4578 4.4315 -0.0421
51 H -1.8252 2.8934 -0.7654
52 H -4.3461 3.0440 -1.8295
53 H -4.7022 3.9181 -0.3674
54 H -5.2662 1.7201 0.1813
55 H -4.0431 1.0112 -0.8435
56 H -3.3897 0.4709 1.3407
57 H -2.2497 1.6966 0.8582
58 H -4.6938 2.7655 2.1846
59 H -3.9111 1.6023 3.2177
60 H -3.0911 3.7331 3.8604
61 H -2.8992 4.2971 2.1921
62 H -0.7350 3.9310 3.2591
63 H -0.8542 2.6991 2.0446
64 H -0.8180 2.6079 5.0405
65 H -2.0092 1.5117 4.3977
66 H 0.2065 0.3919 4.8219
67 H 1.0204 1.5427 3.7841
68 H -1.0306 -0.6249 3.1379
69 H -0.8195 0.6189 1.9535
70 H 4.8500 0.2351 0.8806
71 H 4.3500 -0.2140 -0.5942
72 H 4.9973 -5.6243 -0.6637
73 H 6.0345 -4.2731 -0.2795
74 H 5.8561 -3.3983 -2.4382
75 H 5.4495 -5.0247 -2.8931
76 H 1.1900 -3.5399 -4.1213
77 H 1.1027 -5.2700 -3.8721
78 H 0.0483 -4.6522 -1.5783
79 H -0.3359 -3.1048 -2.2768
80 H -0.9983 -4.6219 -3.0198
81 H 1.5203 -1.6649 -2.8801
82 H 2.4615 -1.2668 -4.3731
83 H 1.5803 0.7266 -3.2166
84 H 2.4677 0.3307 -1.7596
85 H 3.3361 0.7587 -3.2871
86 C 2.9565 8.0793 0.1097
87 C 1.6822 8.3271 -0.6569
88 O 1.3581 7.0385 -1.1487
89 C 1.8722 6.1417 -0.2513
90 O 1.5667 5.0000 -0.1953
91 O 2.7659 6.7417 0.5755
92 F 1.8837 9.1622 -1.7060
93 H 3.8360 8.1220 -0.5346
94 H 3.0914 8.7659 0.9419
95 H 0.8560 8.7028 -0.0498
96 C -4.3845 -4.0675 -0.3107
97 C -3.6478 -4.5315 -1.5410
98 O -4.5486 -5.4655 -2.1066
99 C -5.8060 -5.0770 -1.7373
100 O -6.8036 -5.4688 -2.2375
101 O -5.7507 -4.1741 -0.7261
102 F -2.4864 -5.1691 -1.2334
103 H -4.2102 -4.7247 0.5420
104 H -4.1390 -3.0474 -0.0286
105 H -3.4402 -3.7416 -2.2663

Output
**Highest occupied orbital energy**: -0.335 Ha
**HOMO-LUMO gap**: 8.21 eV
**LUMO level**: -0.906 eV

---

No. 4
C35H47ClLiN8O7S4 | the ωB97M-V functional and the def2-TZVPD basis

Cartesian coordinates (Å):
1 Li -0.2869 -0.0375 1.1162
2 S 0.1682 -1.1518 3.2698
3 C 0.7441 -2.6899 2.6790
4 C 1.3938 -3.5349 3.5948
5 C 1.9020 -4.7805 3.2600
6 C 2.5362 -5.5889 4.2627
7 N 3.0327 -6.2361 5.0755
8 C 1.7755 -5.2302 1.9371
9 C 1.1338 -4.4148 1.0147
10 C 0.5953 -3.1601 1.3347
11 S -0.2478 -2.2894 0.0761
12 C 2.2756 -6.5094 1.5217
13 N 2.6636 -7.5319 1.1608
14 H 1.4997 -3.1832 4.6127
15 H 1.0341 -4.7615 -0.0056
16 C 5.9914 2.9719 -1.0926
17 C 4.6876 3.0142 -1.8982
18 C 3.5392 3.3664 -0.9320
19 C 4.7895 4.1505 -2.9310
20 C 4.4133 1.6440 -2.6189
21 O 3.0571 1.5655 -3.0484
22 C 5.3472 1.4454 -3.8294
23 C 5.2694 0.0945 -4.5731
24 C 3.8978 -0.2655 -5.0913
25 C 3.1570 -1.3015 -4.5350
26 C 1.8733 -1.5890 -4.9762
27 C 1.3276 -0.8367 -6.0009
28 Cl -0.2840 -1.1814 -6.5596
29 C 2.0530 0.1833 -6.5956
30 C 3.3332 0.4573 -6.1388
31 C 4.5833 0.4285 -1.7023
32 N 3.6943 0.3927 -0.5658
33 C 2.3768 0.1470 -0.5621
34 N 1.9224 0.1475 0.6663
35 C 3.0298 0.3942 1.4096
36 N 4.1356 0.5545 0.7053
37 H 6.2095 3.9738 -0.7139
38 H 6.8446 2.6577 -1.6999
39 H 5.9042 2.3058 -0.2332
40 H 3.6069 4.4233 -0.6615
41 H 3.5969 2.7899 -0.0088
42 H 2.5635 3.1917 -1.3838
43 H 4.8058 5.1074 -2.4075
44 H 3.9307 4.1711 -3.6108
45 H 5.7005 4.0866 -3.5282
46 H 2.8728 2.2790 -3.6684
47 H 6.3814 1.5869 -3.5062
48 H 5.1224 2.2314 -4.5525
49 H 5.6460 -0.7115 -3.9419
50 H 5.9538 0.1708 -5.4216
51 H 3.5745 -1.8996 -3.7325
52 H 1.3001 -2.3862 -4.5206
53 H 1.6188 0.7541 -7.4060
54 H 3.9017 1.2561 -6.6052
55 H 5.6015 0.3592 -1.3293
56 H 4.3659 -0.4526 -2.3016
57 H 1.8011 -0.0363 -1.4560
58 H 3.0086 0.4319 2.4882
59 C -1.9932 -0.8201 -2.7156
60 S -2.2539 0.0318 -1.1533
61 C -4.0510 -0.0314 -1.2117
62 O -1.8928 1.4823 -1.4024
63 H -2.5573 -0.3262 -3.5070
64 H -2.3001 -1.8578 -2.5778
65 H -0.9244 -0.7892 -2.9212
66 H -4.3499 -1.0802 -1.1647
67 H -4.3861 0.4368 -2.1375
68 H -4.4399 0.4974 -0.3438
69 C 0.1070 3.1169 1.1955
70 O -0.3521 1.8438 0.7913
71 H -0.5405 3.9126 0.8202
72 H 1.1267 3.2945 0.8420
73 H 0.1087 3.1564 2.2854
74 H -0.8826 1.9056 -0.0324
75 C -9.3169 -0.6747 2.6866
76 C -8.1616 -1.3827 3.3861
77 S -6.7769 -0.2538 3.4874
78 O -7.2013 0.9365 4.1806
79 O -6.2114 -0.1387 2.1653
80 C -5.6391 -1.1482 4.5396
81 C -4.3948 -0.3349 4.9004
82 N -3.7460 0.2793 3.7487
83 C -3.1743 -0.3935 2.7255
84 N -2.7481 0.4266 1.7793
85 C -3.0909 1.6766 2.1661
86 C -3.7132 1.6196 3.3800
87 N -4.1454 2.7223 4.1626
88 O -4.4901 2.5325 5.3209
89 O -4.1465 3.8130 3.6194
90 C -3.1072 -1.8744 2.6275
91 H -10.1701 -1.3442 2.5932
92 H -9.0138 -0.3511 1.6912
93 H -9.6176 0.2043 3.2543
94 H -7.8046 -2.2473 2.8262
95 H -8.4114 -1.6722 4.4077
96 H -5.3989 -2.0618 3.9968
97 H -6.1968 -1.3804 5.4475
98 H -3.6795 -0.9933 5.3902
99 H -4.6623 0.4664 5.5773
100 H -2.8773 2.5538 1.5781
101 H -2.8357 -2.3321 3.5786
102 H -2.3419 -2.1296 1.8944
103 H -4.0712 -2.2656 2.2822

Output
**Highest occupied orbital energy**: -0.133 Ha
**Net charge**: -1
**HOMO-LUMO gap**: 5.28 eV
**LUMO level**: 1.659 eV

---

No. 5
C35H48Ge2KN11O6P3 | the ωB97M-V functional and the def2-TZVPD basis

Cartesian coordinates (Å):
1 K 1.1789 -0.1605 0.2587
2 C 4.8330 0.9867 4.2250
3 N 3.5145 0.5771 3.7929
4 C 2.7228 -0.3081 4.4708
5 C 1.5454 -0.3622 3.7804
6 N 1.5984 0.4628 2.7001
7 C 2.7956 1.0090 2.7088
8 P 3.4190 2.2696 1.5437
9 C 1.8287 2.9757 1.0487
10 N 0.7354 2.3063 0.7468
11 C -0.2271 3.2405 0.5186
12 C 0.2948 4.4962 0.6734
13 N 1.6053 4.3227 1.0149
14 C 2.5671 5.3775 1.2606
15 C 3.7195 1.2920 0.0478
16 N 3.0922 1.5357 -1.0851
17 C 3.6830 0.7415 -2.0209
18 C 4.6954 0.0250 -1.4480
19 N 4.7287 0.3987 -0.1336
20 C 5.6148 -0.1159 0.8801
21 H 4.7960 1.3261 5.2601
22 H 5.5416 0.1602 4.1576
23 H 5.1784 1.8099 3.6049
24 H 3.0660 -0.7981 5.3667
25 H 0.6712 -0.9544 3.9903
26 H -1.2319 2.9500 0.2589
27 H -0.1456 5.4737 0.5719
28 H 2.1385 6.3247 0.9437
29 H 2.8192 5.4410 2.3196
30 H 3.4784 5.1973 0.6934
31 H 3.3546 0.7306 -3.0465
32 H 5.3697 -0.7119 -1.8494
33 H 6.5609 -0.4038 0.4260
34 H 5.8071 0.6609 1.6196
35 H 5.1660 -0.9801 1.3739
36 N -2.0606 -0.0896 3.9528
37 C -1.9642 1.2457 4.2485
38 C -2.0287 1.8854 3.0462
39 N -2.1575 0.9825 2.0286
40 C -2.1634 -0.2024 2.5942
41 C -2.2580 -1.4893 1.9340
42 N -2.7172 -1.7173 0.7229
43 C -2.6417 -3.0674 0.5329
44 C -2.1573 -3.6700 1.6550
45 N -1.9112 -2.6570 2.5423
46 H -2.0585 -0.8348 4.6250
47 H -1.8889 1.6012 5.2609
48 H -1.9726 2.9437 2.8511
49 H -2.9511 -3.5118 -0.3996
50 H -1.9734 -4.6992 1.9110
51 H -1.3513 -2.7633 3.3697
52 N 0.5116 -4.6931 -0.0775
53 C 1.7125 -3.8679 -0.4743
54 C 2.7822 -4.7002 -1.1440
55 P 2.1826 -2.9708 1.0881
56 O 3.2860 -3.9748 1.7670
57 O 0.9420 -3.0872 1.9252
58 O 2.8329 -1.6620 0.8326
59 P 1.0238 -2.5443 -1.5722
60 O 0.1839 -3.6099 -2.5113
61 O 2.0655 -1.8336 -2.3351
62 O 0.0446 -1.7874 -0.7291
63 H 0.7535 -5.6569 0.1328
64 H -0.1919 -4.6426 -0.8218
65 H 0.1863 -4.1891 0.8072
66 H 3.1711 -5.4655 -0.4681
67 H 3.5996 -4.0446 -1.4432
68 H 2.3864 -5.1689 -2.0468
69 H 4.1700 -3.6683 1.5194
70 H -0.3321 -3.1036 -3.1668
71 C -5.3548 1.3812 -2.2042
72 Ge -4.2519 1.2269 -0.5334
73 C -4.3430 3.0187 0.3505
74 C -5.3907 0.0852 0.6374
75 Ge -1.9302 0.3056 -1.0365
76 C -1.0812 1.7370 -2.2041
77 C 0.2238 1.6290 -2.6797
78 C 0.7434 2.5764 -3.5502
79 C -0.0302 3.6551 -3.9528
80 C -1.3280 3.7851 -3.4776
81 C -1.8414 2.8318 -2.6097
82 C -2.3937 -0.9344 -2.5526
83 C -3.5203 -1.7522 -2.4655
84 C -3.8404 -2.6641 -3.4632
85 C -3.0423 -2.7606 -4.5938
86 C -1.9275 -1.9390 -4.7123
87 C -1.6023 -1.0445 -3.6977
88 H -6.4100 1.4660 -1.9389
89 H -5.2147 0.4875 -2.8139
90 H -5.0716 2.2486 -2.8016
91 H -5.3857 3.3301 0.4277
92 H -3.7858 3.7832 -0.1933
93 H -3.9296 2.9347 1.3560
94 H -6.1786 0.6878 1.0927
95 H -4.7948 -0.3666 1.4299
96 H -5.8557 -0.7140 0.0583
97 H 0.8454 0.7980 -2.3656
98 H 1.7600 2.4799 -3.9136
99 H 0.3760 4.3925 -4.6345
100 H -1.9386 4.6263 -3.7840
101 H -2.8588 2.9391 -2.2467
102 H -4.1623 -1.6590 -1.5939
103 H -4.7189 -3.2917 -3.3658
104 H -3.2902 -3.4616 -5.3809
105 H -1.3120 -1.9901 -5.6039
106 H -0.7335 -0.4097 -3.8147

Output
**Highest occupied orbital energy (spin up / spin down)**: -0.227 / -0.280 Ha
**HOMO-LUMO gap (spin up / spin down)**: 6.21 / 7.63 eV
**LUMO level (spin up / spin down)**: 0.036 / 0.019 eV
**Multiplicity**: 2
**Energy above the lowest of the compared OMol25 structures with the same formula, charge and spin**: 47.5 kcal/mol

---

Energy (a.u.)
-11448.79578, -4956.36943, -3739.69904, -4387.15978, -8194.36732